No. 1
Computed, not measured: a molecular structure, C6H10N4O in a non-equilibrium geometry, with ωB97M-V/def2-TZVPD.

Values from the calculation:
LUMO level = 0.74 eV
frontier orbital gap = 10.740 eV

Geometry as XYZ:
```
21
C6H10N4O | the Open Molecules 2025 dataset | ωB97M-V/def2-TZVPD
C 1.66 -0.72 -1.10
C 1.66 0.42 -0.02
C 1.60 -0.51 1.26
C -0.66 1.58 -0.05
C -2.90 0.53 0.01
C -2.25 -1.38 -0.11
H 2.42 -1.51 -0.74
H 0.68 -1.09 -1.19
H 1.90 -0.51 -2.28
H 2.72 0.84 0.06
H 0.74 -0.02 2.28
H 1.04 -1.57 0.80
H 2.71 -0.63 1.45
H 0.96 2.40 0.12
H -3.60 1.43 -0.06
H -2.18 -2.41 -0.13
N 0.72 1.50 -0.30
N -1.51 0.47 0.04
N -3.32 -0.66 0.01
N -1.11 -0.73 -0.01
O -1.27 2.58 -0.03
```

=====

No. 2
Computed, not measured: 2 unconnected molecules or ions with the total composition C8H19O2PS2 in a non-equilibrium geometry, with ωB97M-V/def2-TZVPD.

Values from the calculation:
LUMO level = 0.42 eV
frontier orbital gap = 9.531 eV
SMILES = C=C(CCC)C(C)C.OP(O)(=S)S

Geometry as XYZ:
```
32
C8H19O2PS2 | the Open Molecules 2025 dataset | ωB97M-V/def2-TZVPD
C 0.55 -0.93 1.86
C 0.11 -0.53 0.71
C -0.07 0.90 0.31
C -0.45 1.78 1.45
C -1.30 2.94 1.14
C -0.29 -1.61 -0.39
C 0.67 -1.57 -1.61
C -1.71 -1.83 -0.79
H 0.85 -1.99 1.95
H 0.87 -0.12 2.57
H -0.95 1.02 -0.36
H 0.75 1.33 -0.20
H 0.53 2.17 1.75
H -0.74 1.22 2.41
H -1.62 3.60 1.95
H -2.20 2.64 0.77
H -0.69 3.61 0.49
H -0.13 -2.53 0.11
H 1.53 -2.15 -1.30
H 1.01 -0.68 -2.01
H 0.23 -2.06 -2.40
H -2.16 -0.90 -1.36
H -2.19 -1.97 0.19
H -1.79 -2.74 -1.46
O 3.03 -0.66 0.49
P 4.00 0.11 -0.34
O 4.41 1.27 0.75
S 3.36 0.65 -2.11
S 5.83 -1.05 -0.22
H 2.38 -0.17 0.95
H 5.22 1.72 0.69
H 6.19 -0.98 -1.56
```

=====

Question: Which formula does entry 1 have?
Answer: C6H10N4O

=====

Repeat the first record exactly.
Computed, not measured: a molecular structure, C6H10N4O in a non-equilibrium geometry, with ωB97M-V/def2-TZVPD.

Values from the calculation:
LUMO level = 0.74 eV
frontier orbital gap = 10.740 eV

Geometry as XYZ:
```
21
C6H10N4O | the Open Molecules 2025 dataset | ωB97M-V/def2-TZVPD
C 1.66 -0.72 -1.10
C 1.66 0.42 -0.02
C 1.60 -0.51 1.26
C -0.66 1.58 -0.05
C -2.90 0.53 0.01
C -2.25 -1.38 -0.11
H 2.42 -1.51 -0.74
H 0.68 -1.09 -1.19
H 1.90 -0.51 -2.28
H 2.72 0.84 0.06
H 0.74 -0.02 2.28
H 1.04 -1.57 0.80
H 2.71 -0.63 1.45
H 0.96 2.40 0.12
H -3.60 1.43 -0.06
H -2.18 -2.41 -0.13
N 0.72 1.50 -0.30
N -1.51 0.47 0.04
N -3.32 -0.66 0.01
N -1.11 -0.73 -0.01
O -1.27 2.58 -0.03
```

=====

Question: The lowest frontier orbital gap belongs to which entry?
Answer: C8H19O2PS2

=====

Question: Look up the LUMO level of the second one.
Answer: 0.42 eV